The following is a quantum chemistry calculation of a structure of composition C29H47GaN4O24P, from the OMol25 dataset.

Geometry as XYZ:
```
106
C29H47GaN4O24P | the OMol25 dataset | ωB97M-V with the def2-TZVPD basis set
C -2.3434 -0.8725 -6.3217
C -2.5948 -0.8908 -4.8331
O -3.4177 -1.6409 -4.3503
N -1.8904 0.0567 -4.0548
C -2.6761 1.2002 -3.8412
C -3.3295 1.2939 -2.4906
O -2.8343 2.0742 -4.6707
Ga 0.0484 0.4083 -4.4867
N 0.9362 -1.1653 -5.0087
C 0.7172 1.1832 -2.7487
C 2.0701 0.7356 -2.2959
O 3.0350 0.6062 -2.9998
N 2.2112 0.4507 -0.8583
C 1.2620 -0.5593 -0.4083
C 2.0793 1.6856 -0.0997
P 0.3273 2.0719 -6.1879
N 1.7791 2.7294 -6.1877
H -2.7766 0.0509 -6.7130
H -2.8197 -1.7287 -6.7860
H -1.2811 -0.8585 -6.5540
H -2.5666 1.3483 -1.7140
H -3.8923 0.3769 -2.3222
H -3.9559 2.1831 -2.4700
H 1.0880 -1.8358 -4.2661
H 0.5728 -1.6741 -5.8031
H 0.7369 2.2681 -2.8758
H -0.0252 0.9418 -1.9854
H 0.2562 -0.1583 -0.2170
H 1.1824 -1.3446 -1.1586
H 1.6171 -1.0091 0.5196
H 1.0429 1.8845 0.2088
H 2.4102 2.5245 -0.7125
H 2.7004 1.6572 0.7978
H -0.0872 1.5483 -7.4427
H -0.6810 3.0564 -6.0211
H 2.2780 2.6250 -7.0606
C -4.4050 -4.1593 -8.2576
C -4.1845 -5.6583 -8.3674
O -2.8976 -5.7300 -8.9879
C -2.2319 -4.5708 -8.7396
O -1.0880 -4.3863 -8.9932
O -3.0645 -3.6696 -8.1781
H -4.9652 -3.8471 -7.3816
H -4.8693 -3.7380 -9.1504
H -4.1332 -6.1387 -7.3891
H -4.9130 -6.1703 -8.9901
C 0.6257 2.2239 3.7590
C 1.6035 1.8815 4.8700
O 1.6307 0.4520 4.8111
C 1.2636 0.0628 3.5628
O 1.3547 -1.0461 3.1513
O 0.7887 1.1190 2.8681
H 0.8523 3.1473 3.2337
H -0.4082 2.2459 4.1078
H 2.6071 2.2640 4.6750
H 1.2810 2.2059 5.8553
C -6.2444 3.3756 -4.1611
C -6.1880 4.7818 -4.7298
O -7.1309 5.4809 -3.9058
C -7.2521 4.8158 -2.7330
O -7.8345 5.2297 -1.7820
O -6.6224 3.6259 -2.7987
H -5.2906 2.8543 -4.1972
H -7.0197 2.7658 -4.6272
H -5.2043 5.2350 -4.6031
H -6.4939 4.8537 -5.7693
C -4.3016 -0.6771 -11.2577
C -5.6839 -0.5388 -11.8783
O -6.5179 -1.1732 -10.9024
C -5.8827 -1.1350 -9.7044
O -6.3651 -1.4331 -8.6620
O -4.6088 -0.7179 -9.8634
H -3.6351 0.1566 -11.4561
H -3.8116 -1.6119 -11.5352
H -5.9913 0.5037 -11.9739
H -5.7968 -1.0445 -12.8328
C 6.0738 0.6509 6.5337
C 6.3687 1.6981 5.4727
O 5.3969 2.7127 5.7651
C 5.0263 2.5895 7.0606
O 4.3525 3.3797 7.6437
O 5.5170 1.4551 7.5894
H 6.9442 0.1159 6.9008
H 5.3187 -0.0671 6.2132
H 7.3628 2.1335 5.5847
H 6.2345 1.3503 4.4528
C 6.1867 -2.3963 11.1993
C 6.1993 -0.8858 11.0386
O 6.8213 -0.7392 9.7506
C 6.6271 -1.8723 9.0483
O 6.8561 -1.9901 7.8854
O 6.1350 -2.8465 9.8394
H 5.3292 -2.7728 11.7460
H 7.1097 -2.7700 11.6474
H 5.2009 -0.4564 11.0009
H 6.7922 -0.3714 11.7893
C 2.3764 -2.9054 15.2351
C 3.3795 -1.9061 15.7906
O 4.0784 -1.4988 14.6082
C 3.2790 -1.7156 13.5380
O 3.5084 -1.3294 12.4374
O 2.1957 -2.4330 13.8957
H 1.4194 -2.9102 15.7475
H 2.7787 -3.9185 15.1943
H 2.8963 -1.0307 16.2261
H 4.0849 -2.3287 16.4996
```

multiplicity	1
relative energy (zero: lowest compared OMol25 entry of this formula, charge and spin)	0.0	kcal/mol
LUMO energy	1.0702	eV
HOMO	-3.994	eV
charge	-1
gap between HOMO and LUMO	5.06	eV